(1)
{
  "formula": "C17H15MoN3O3S2",
  "method": "the ωB97M-V functional and the def2-TZVPD basis",
  "elements": ["Mo", "C", "C", "C", "C", "C", "C", "C", "S", "O", "O", "N", "C", "C", "C", "C", "C", "N", "H", "H", "H", "H", "H", "H", "H", "H", "H", "H", "H", "O", "N", "C", "C", "C", "C", "C", "S", "H", "H", "H", "H"],
  "positions_angstrom": [[0.93555, -0.58194, 0.87547], [-5.59604, 3.51063, -2.25655], [-4.28235, 2.97021, -1.81205], [-4.17187, 1.64929, -1.33115], [-2.97382, 1.15183, -0.89384], [-1.84299, 1.99103, -0.93798], [-1.92082, 3.31816, -1.42131], [-3.13719, 3.78448, -1.84847], [-0.34261, 1.47251, -0.40659], [0.73577, 2.38756, -0.53303], [-0.40498, 0.86642, 1.05845], [0.13481, -0.06659, -0.90789], [1.29562, -0.30926, -1.69278], [1.65483, -0.01665, -2.98249], [2.88892, -0.52977, -3.38123], [3.67915, -1.28280, -2.50937], [3.25256, -1.51606, -1.21910], [2.06686, -1.00677, -0.83467], [-6.32477, 2.72278, -2.42894], [-5.48445, 4.10892, -3.16052], [-5.98370, 4.17163, -1.47487], [-5.05293, 1.02228, -1.30987], [-2.90445, 0.13527, -0.52626], [-1.04080, 3.94714, -1.44386], [-3.21787, 4.79792, -2.21903], [1.01970, 0.55443, -3.64490], [3.23755, -0.35161, -4.39095], [4.62724, -1.68525, -2.83839], [3.81501, -2.08553, -0.49393], [2.42563, -1.43478, 1.78892], [2.30511, -2.17628, 2.92240], [3.41036, -2.56996, 3.57040], [3.26516, -3.38727, 4.67417], [1.99777, -3.79970, 5.06336], [0.87190, -3.38256, 4.35439], [1.05255, -2.54791, 3.27255], [-0.24174, -1.78525, 2.36826], [4.34928, -2.20392, 3.17811], [4.14943, -3.69753, 5.21395], [1.87689, -4.45054, 5.92005], [-0.12425, -3.69454, 4.63955]],
  "max_force_ha_per_bohr": 0.0170,
  "orbital_gap_ev": [4.64, 5.22],
  "homo_energy_ev": [-18.0, -18.0],
  "s_squared": 0.7861,
  "lumo_ev": [-13.35, -12.77],
  "total_energy_ev": -51980.037,
  "charge": 3,
  "multiplicity": 2
}

(2)
{
  "formula": "C2H5N3O3",
  "method": "the ωB97M-V functional and the def2-TZVPD basis",
  "elements": ["N", "N", "C", "O", "C", "O", "N", "O", "H", "H", "H", "H", "H"],
  "positions_angstrom": [[1.12198, -0.92786, -1.28978], [-0.17942, -0.85239, -1.39890], [-0.98604, -0.46661, -0.28593], [-2.17799, -0.79759, -0.06891], [-0.07633, 0.19582, 0.91504], [-0.60879, -0.09451, 1.97916], [0.77212, 1.17695, 0.87216], [1.37308, 1.76510, -0.24763], [1.30673, -0.91077, -2.24021], [1.54156, -1.87520, -1.15364], [-0.70786, -1.00494, -2.23519], [1.48437, 1.49309, 1.77327], [2.05624, 1.16159, -0.50429]],
  "max_force_ha_per_bohr": 0.1553,
  "orbital_gap_ev": 9.90,
  "smiles": "NNC(=O)C(=O)NO",
  "homo_energy_ev": -9.6,
  "lumo_ev": 0.35,
  "total_energy_ev": -12763.162,
  "multiplicity": 1
}

(3)
{
  "formula": "C3H13N2O",
  "method": "the ωB97M-V functional and the def2-TZVPD basis",
  "elements": ["N", "C", "C", "N", "C", "H", "H", "H", "H", "H", "H", "H", "H", "H", "H", "H", "H", "H", "O"],
  "positions_angstrom": [[-0.18391, -1.32915, -1.10218], [0.67856, -0.07870, -1.41648], [-0.12301, 1.20187, -0.97966], [-0.78098, 1.14740, 0.29711], [0.14655, 1.05709, 1.40570], [-1.11083, -0.98936, -1.31978], [0.23772, -2.19285, -1.47103], [-0.11524, -1.42693, -0.02455], [1.69214, -0.14596, -0.99989], [0.84908, -0.01209, -2.50437], [0.46838, 2.16527, -1.07486], [-0.86596, 1.36209, -1.73884], [-1.30897, 2.02665, 0.44912], [-0.41543, 1.21355, 2.31365], [0.81808, 1.97473, 1.41801], [1.05064, 0.45850, 1.41681], [-0.76652, -1.49847, 2.02356], [-0.13479, -2.92807, 1.79617], [-0.13550, -2.00559, 1.51151]],
  "max_force_ha_per_bohr": 0.0894,
  "orbital_gap_ev": [13.26, 7.59],
  "homo_energy_ev": [-20.5, -20.5],
  "s_squared": 0.7546,
  "lumo_ev": [-7.24, -12.91],
  "total_energy_ev": -8329.330,
  "charge": 2,
  "multiplicity": 2
}

(4)
{
  "formula": "C16H15Cl2NO3",
  "method": "the ωB97M-V functional and the def2-TZVPD basis",
  "elements": ["C", "O", "C", "C", "O", "C", "C", "C", "N", "C", "O", "C", "C", "C", "C", "C", "C", "C", "Cl", "C", "C", "Cl", "H", "H", "H", "H", "H", "H", "H", "H", "H", "H", "H", "H", "H", "H", "H"],
  "positions_angstrom": [[4.67278, 3.19994, 0.22244], [4.67160, 1.82726, -0.06882], [3.51711, 1.41076, -0.75710], [3.59509, -0.10325, -0.96608], [3.27102, -0.84630, 0.18899], [1.98499, -0.94048, 0.58668], [0.89228, -0.42135, -0.09751], [-0.40636, -0.57965, 0.37898], [-1.51302, -0.07054, -0.28600], [-1.55955, 0.69671, -1.41745], [-0.57882, 1.08863, -2.01808], [-2.94432, 1.03970, -1.84899], [-3.12818, 2.24095, -2.52915], [-4.38552, 2.61456, -2.96382], [-5.47012, 1.78283, -2.73806], [-5.29098, 0.57458, -2.08430], [-4.03604, 0.20114, -1.63789], [-0.60128, -1.28355, 1.57040], [-2.20693, -1.50493, 2.19442], [0.47002, -1.81226, 2.26622], [1.75234, -1.64113, 1.78064], [3.09101, -2.29558, 2.64042], [5.60358, 3.40506, 0.74650], [4.62783, 3.80088, -0.69486], [3.82434, 3.47336, 0.86239], [2.61666, 1.67346, -0.18189], [3.45640, 1.90952, -1.73735], [4.63448, -0.36554, -1.17574], [2.96452, -0.40223, -1.81055], [1.01802, 0.12196, -1.01796], [-2.39074, -0.27511, 0.17775], [-2.26869, 2.87026, -2.70422], [-4.52039, 3.55190, -3.48235], [-6.45347, 2.07036, -3.07908], [-6.13299, -0.08230, -1.92386], [-3.91259, -0.75937, -1.15765], [0.31259, -2.35511, 3.18404]],
  "max_force_ha_per_bohr": 0.0130,
  "orbital_gap_ev": 8.62,
  "smiles": "COCCOc1cc(NC(=O)c2ccccc2)c(Cl)cc1Cl",
  "homo_energy_ev": -8.3,
  "lumo_ev": 0.33,
  "total_energy_ev": -49512.983,
  "multiplicity": 1
}

(5)
{
  "formula": "C6H13N2",
  "method": "the ωB97M-V functional and the def2-TZVPD basis",
  "elements": ["C", "C", "C", "C", "N", "C", "C", "N", "H", "H", "H", "H", "H", "H", "H", "H", "H", "H", "H", "H", "H"],
  "positions_angstrom": [[2.43908, -0.61495, -0.71192], [2.20827, 0.09873, 0.72017], [1.01746, 0.88302, 0.59516], [0.06266, 1.76710, 0.70953], [-0.21598, 0.62494, -0.19865], [-1.50474, -0.02529, 0.34782], [-1.42437, -1.32737, -0.39344], [-2.65570, 0.73764, 0.07181], [2.16249, -1.66466, -0.68715], [3.47017, -0.78761, -0.96097], [1.93418, -0.14950, -1.46942], [3.05038, 0.81608, 0.94197], [2.12925, -0.62097, 1.56182], [-0.38174, 2.74692, 1.02242], [-0.29344, 0.85730, -1.11829], [-1.19249, 0.03962, 1.37854], [-2.23791, -1.47398, -1.08974], [-1.46673, -2.14383, 0.25107], [-0.57351, -1.38131, -0.98540], [-3.32777, 0.96807, 0.78268], [-3.19955, 0.65004, -0.76800]],
  "max_force_ha_per_bohr": 0.0914,
  "orbital_gap_ev": 10.63,
  "smiles": "CCC1=C[N@@H+]1[C@H](C)N",
  "homo_energy_ev": -13.9,
  "lumo_ev": -3.24,
  "total_energy_ev": -9402.706,
  "charge": 1,
  "multiplicity": 1
}

(6)
{
  "formula": "C5H11O2",
  "method": "the ωB97M-V functional and the def2-TZVPD basis",
  "elements": ["O", "C", "C", "C", "C", "C", "O", "H", "H", "H", "H", "H", "H", "H", "H", "H", "H", "H"],
  "positions_angstrom": [[-2.00917, -2.16086, 1.99074], [-0.95965, -1.30692, 1.94620], [-0.93220, -0.30102, 0.73789], [0.44775, 0.46643, 0.70211], [0.77501, 1.42052, -0.46989], [0.76140, 0.58867, -1.77885], [1.56409, 1.10779, -2.89843], [-0.51392, -0.92065, 2.91201], [0.00121, -1.90288, 1.62156], [-1.10779, -1.09640, -0.18509], [-1.70758, 0.51619, 0.67729], [1.25004, -0.12172, 1.18450], [0.27518, 1.00161, 1.63191], [-0.08814, 2.02865, -0.64368], [1.65492, 2.16441, -0.22940], [0.86550, -0.47511, -1.68915], [-0.07924, 0.89567, -2.24052], [2.45664, 1.12871, -2.60268]],
  "max_force_ha_per_bohr": 0.0759,
  "orbital_gap_ev": 5.33,
  "smiles": "[O-]CCCCCO",
  "homo_energy_ev": -2.1,
  "lumo_ev": 3.23,
  "total_energy_ev": -9455.677,
  "charge": -1,
  "multiplicity": 1
}

(7)
{
  "formula": "C5H11NO",
  "method": "the ωB97M-V functional and the def2-TZVPD basis",
  "elements": ["C", "N", "C", "C", "C", "C", "O", "H", "H", "H", "H", "H", "H", "H", "H", "H", "H", "H"],
  "positions_angstrom": [[-2.81642, 0.36067, 0.13358], [-1.51879, 0.74997, -0.41134], [-0.36226, 0.03254, 0.16131], [-0.38040, -1.47171, -0.07728], [0.88516, 0.68861, -0.43398], [2.16450, -0.05362, -0.12261], [2.80622, 0.09574, 0.88149], [-3.04491, 0.95489, 1.01778], [-3.60642, 0.55065, -0.59205], [-2.88560, -0.69008, 0.42634], [-1.49205, 0.55169, -1.40800], [-0.34727, 0.27153, 1.22097], [-0.33493, -1.66110, -1.14885], [-1.24779, -1.98850, 0.31840], [0.50218, -1.94942, 0.34850], [1.00641, 1.68601, -0.02080], [0.83792, 0.75290, -1.51878], [2.50486, -0.77818, -0.88916]],
  "max_force_ha_per_bohr": 0.0145,
  "orbital_gap_ev": 10.10,
  "smiles": "CN[C@@H](C)CC=O",
  "homo_energy_ev": -9.2,
  "lumo_ev": 0.94,
  "total_energy_ev": -8900.282,
  "multiplicity": 1
}

(8)
{
  "formula": "C19H61B2BrF3N3O28S",
  "method": "the ωB97M-V functional and the def2-TZVPD basis",
  "elements": ["C", "O", "B", "O", "C", "C", "N", "C", "S", "C", "B", "O", "O", "C", "C", "C", "O", "Br", "C", "N", "C", "O", "C", "C", "C", "O", "C", "C", "C", "C", "F", "C", "F", "F", "N", "C", "H", "H", "H", "H", "H", "H", "H", "H", "H", "H", "H", "H", "H", "H", "H", "H", "H", "H", "H", "O", "H", "H", "O", "H", "H", "O", "H", "H", "O", "H", "H", "O", "H", "H", "O", "H", "H", "O", "H", "H", "O", "H", "H", "O", "H", "H", "O", "H", "H", "O", "H", "H", "O", "H", "H", "O", "H", "H", "O", "H", "H", "O", "H", "H", "O", "H", "H", "O", "H", "H", "O", "H", "H", "O", "H", "H", "O", "H", "H", "O", "H", "H"],
  "positions_angstrom": [[5.26815, 4.02226, 2.57288], [3.91536, 3.65128, 2.12835], [3.97484, 3.39201, 0.69026], [4.32654, 4.41896, -0.26944], [3.59219, 1.91247, 0.07122], [4.74782, 0.89216, -0.19472], [6.16802, 1.23779, 0.06857], [6.48912, 0.80457, 1.26688], [7.17032, -0.16461, 2.44583], [4.28774, -0.50986, -0.80366], [5.51673, -1.56437, -1.12425], [5.68229, -2.82956, -0.44569], [6.41052, -1.13016, -2.19389], [2.80686, -0.82939, -1.09256], [2.42505, -2.24444, -1.71979], [2.14226, -3.39480, -0.64329], [1.67998, -3.24296, 0.50489], [2.57824, -5.27468, -1.22027], [1.64361, 0.21990, -0.82092], [0.31573, -0.19791, -1.17866], [-0.56884, 0.88191, -0.90486], [-1.96360, 0.66460, -1.24455], [-2.45114, -0.21559, -0.15468], [-2.86858, -1.68277, -0.65179], [-1.62511, -2.71425, -0.43420], [-3.95006, -2.18208, 0.20358], [-0.20847, 2.27972, -0.32339], [-1.33721, 3.41812, -0.11597], [-2.57963, 2.93004, 0.77393], [-3.48444, 4.14718, 1.34035], [-3.04939, 5.05017, 2.35585], [-4.81674, 4.34848, 0.85352], [-5.17841, 4.16602, -0.51940], [-5.90366, 4.77093, 1.70387], [1.12604, 2.63893, 0.02000], [2.07110, 1.58610, -0.23635], [5.40739, 3.81289, 3.69967], [6.00008, 3.36275, 1.97700], [5.52058, 5.12066, 2.30587], [5.15094, 4.88618, -0.00384], [5.38431, -3.52492, -1.09605], [7.32628, -1.44382, -2.01973], [3.22011, -2.66129, -2.44596], [1.46500, -2.14239, -2.35179], [-1.63411, -0.28401, 0.64074], [-3.36488, 0.28894, 0.34854], [-3.26911, -1.71728, -1.71971], [-1.08195, -2.90393, -1.44120], [-0.88398, -2.27797, 0.33306], [-2.03417, -3.72092, -0.04916], [-4.02897, -1.64028, 1.02044], [-1.64720, 3.89510, -1.12393], [-0.83526, 4.28388, 0.46983], [-3.29093, 2.36369, 0.05482], [-2.31099, 2.17384, 1.59412], [1.50803, -8.39243, -0.21874], [1.69397, -7.45006, -0.32516], [1.64554, -8.55277, 0.72547], [5.56094, -3.83440, -3.53125], [6.23911, -3.15929, -3.66720], [5.63058, -4.40000, -4.31236], [2.71582, -1.03499, -4.34177], [3.49920, -0.98338, -4.90391], [2.27129, -0.18913, -4.48189], [-4.83228, 7.95402, 2.82391], [-4.19408, 7.46492, 3.35853], [-5.22450, 7.28064, 2.25494], [9.38924, 0.85887, -0.04068], [9.80015, 1.33837, 0.68933], [8.49774, 1.22673, -0.09017], [0.93547, -9.69270, 2.41879], [1.57333, -10.18076, 2.95662], [0.54525, -10.36803, 1.84868], [3.75721, -7.97895, 2.50902], [2.87518, -8.34504, 2.36653], [3.59178, -7.06274, 2.76469], [3.17812, -11.05515, -1.68094], [2.29655, -11.42047, -1.82324], [3.01195, -10.13743, -1.42495], [-2.45378, 1.75409, -4.12332], [-2.25911, 2.69310, -4.23196], [-2.31926, 1.59387, -3.17936], [-8.44782, 2.93530, 2.37874], [-7.77284, 3.60979, 2.23532], [-8.37695, 2.36463, 1.59904], [-8.70220, 5.95213, 1.23996], [-8.60169, 6.28336, 2.14196], [-7.79696, 5.78489, 0.95002], [-11.31988, 4.93011, 2.08813], [-10.71812, 4.22179, 2.35321], [-10.92859, 5.27437, 1.27535], [-6.02554, 3.25763, 4.30376], [-6.90152, 3.33542, 3.90082], [-5.42513, 3.58054, 3.62150], [1.97413, -0.40340, 2.83910], [2.65868, 0.26410, 2.70063], [2.03916, -0.97050, 2.05854], [-0.99507, -4.60158, 1.45965], [-0.89603, -4.28343, 2.36594], [-0.08886, -4.78027, 1.17450], [-5.63187, -0.28831, 1.66894], [-6.51845, -0.64048, 1.51911], [-5.78583, 0.62962, 1.92664], [-9.31555, 1.31914, 0.19849], [-9.69200, 1.02820, -0.64305], [-10.08772, 1.54152, 0.73559], [5.42593, 6.68316, -1.33085], [5.11643, 6.09477, -2.03239], [5.08699, 7.55002, -1.58630], [7.77292, 4.98456, -0.72029], [8.55627, 5.03317, -1.28167], [7.33418, 5.83710, -0.85534], [4.07309, -6.26604, -4.80712], [3.40942, -6.34638, -5.50340], [3.64335, -6.64687, -4.02959], [-8.81091, -0.65176, -2.21360], [-8.21385, -1.36152, -1.94569], [-8.41694, -0.30902, -3.02557]],
  "max_force_ha_per_bohr": 0.1238,
  "orbital_gap_ev": 7.45,
  "homo_energy_ev": -9.0,
  "lumo_ev": -1.59,
  "total_energy_ev": -172869.427,
  "multiplicity": 1
}

(9)
{
  "formula": "CH5BrP2",
  "method": "the ωB97M-V functional and the def2-TZVPD basis",
  "elements": ["C", "P", "P", "Br", "H", "H", "H", "H", "H"],
  "positions_angstrom": [[3.15905, 0.29447, -0.58407], [-2.94357, -0.36176, -0.34269], [-1.47493, 0.48330, 0.97013], [2.33045, 1.19243, 0.90010], [2.70046, -0.29306, -1.36298], [4.23562, 0.34300, -0.46578], [-1.98434, -1.04098, -1.08666], [-3.46125, -1.50108, 0.25449], [-2.56148, 0.88367, 1.71745]],
  "max_force_ha_per_bohr": 0.0313,
  "orbital_gap_ev": [7.33, 8.03],
  "homo_energy_ev": [-8.6, -8.2],
  "lumo_ev": [-1.26, -0.18],
  "total_energy_ev": -89733.991,
  "multiplicity": 1
}